No. 1
The following is a DFT calculation (wB97M-V/def2-TZVPD) of a structure of composition C46H52F3N5O2P2S3Ti.

## Properties
2S+1 = 3
Orbital gap (spin up / spin down) = 6.7 / 6.7 eV
Calculated total energy = -142443.1515 eV
Relative energy (zero: lowest compared OMol25 entry of this formula, charge and spin) = 68.2 kcal/mol
HOMO energy (spin up / spin down) = -0.249 / -0.276 hartree

Last column: Löwdin spin population.
Geometry (Å):
Ti1 -1.40597 0.76658 -1.02358  0.913
C1 3.29719 -3.61314 5.32261  0.000
S1 1.88106 -2.64603 4.70571  0.000
C2 2.74771 -1.12808 4.15842  0.002
C3 1.84404 -0.20033 3.35090  0.005
C4 1.21205 -0.90195 2.14232  0.015
N1 0.46053 -0.04106 1.25821  0.208
P1 -1.07090 0.46006 1.44564  0.027
C5 -2.08364 -0.74479 2.42745  -0.002
C6 -1.73196 -1.08958 3.73286  -0.001
C7 -2.50924 -1.97376 4.46735  0.000
C8 -3.66058 -2.51634 3.91383  0.000
C9 -4.02850 -2.17666 2.61883  0.000
C10 -3.24193 -1.29792 1.88314  0.001
C11 -1.14596 1.82635 2.69358  0.010
C12 -2.30993 2.09708 3.40989  0.001
C13 -2.34343 3.13528 4.32790  0.001
C14 -1.21616 3.91791 4.53651  -0.001
C15 -0.06341 3.67346 3.80516  0.000
C16 -0.03418 2.63860 2.88183  -0.001
P2 1.10558 0.29205 -1.15100  0.440
C17 2.56873 1.05490 -0.39298  0.030
C18 2.48779 2.32137 0.18823  0.023
C19 3.57877 2.86629 0.84588  -0.001
C20 4.76516 2.15089 0.94631  0.021
C21 4.86069 0.89404 0.36487  -0.002
C22 3.77198 0.35203 -0.30136  0.022
C23 1.93641 -0.37748 -2.65410  0.071
C24 1.73770 -1.67360 -3.12641  0.019
C25 2.37452 -2.11366 -4.27633  -0.002
C26 3.20127 -1.26084 -4.98958  0.015
C27 3.39468 0.03885 -4.54174  0.002
C28 2.77820 0.47160 -3.38057  0.031
H1 3.25757 -3.68544 6.40670  0.000
H2 4.21859 -3.12136 5.02025  0.000
H3 3.25112 -4.60798 4.88558  0.000
H4 3.59586 -1.44909 3.54931  0.000
H5 3.11863 -0.62276 5.05001  0.000
H6 2.45732 0.62277 2.97835  0.000
H7 1.06620 0.22455 3.98947  0.000
H8 2.03441 -1.32751 1.55384  0.002
H9 0.60606 -1.74234 2.50187  0.000
H10 -0.85086 -0.65247 4.18701  0.000
H11 -2.21445 -2.23385 5.47667  0.000
H12 -4.27406 -3.19343 4.49538  0.000
H13 -4.93209 -2.58649 2.18270  0.000
H14 -3.52624 -1.04243 0.87311  0.001
H15 -3.19422 1.48951 3.25421  0.000
H16 -3.25093 3.33441 4.88449  0.000
H17 -1.24206 4.71679 5.26678  0.000
H18 0.81575 4.28837 3.95387  0.000
H19 0.85969 2.43969 2.30478  0.000
H20 1.56146 2.87462 0.10703  0.002
H21 3.50803 3.85444 1.28483  0.000
H22 5.61515 2.58007 1.46160  0.001
H23 5.78781 0.33711 0.42434  -0.001
H24 3.85597 -0.62665 -0.76028  0.000
H25 1.03880 -2.33591 -2.63029  0.000
H26 2.20477 -3.12232 -4.63227  -0.001
H27 3.68419 -1.60395 -5.89566  0.001
H28 4.02147 0.71933 -5.10478  0.000
H29 2.93292 1.48881 -3.04007  0.002
C29 0.45430 6.13351 -5.68263  0.000
C30 -0.10171 4.77402 -5.35703  0.000
C31 -1.14406 4.23127 -6.10021  0.000
C32 -1.64687 2.97180 -5.80820  0.000
C33 -1.09874 2.24824 -4.76523  0.001
C34 -0.06509 2.77495 -4.00696  0.007
C35 0.42272 4.03392 -4.29791  0.001
S2 -1.70381 0.61209 -4.41905  0.005
O1 -0.58954 -0.28751 -4.48321  0.002
O2 -2.82931 0.36706 -5.28108  0.002
N2 -2.16539 0.66883 -2.85492  0.010
C36 -3.44748 0.73306 -2.39729  0.012
C37 -4.65781 0.73841 -3.10529  0.001
C38 -5.82629 0.84305 -2.38477  0.004
C39 -5.79258 0.96213 -0.99246  -0.001
C40 -4.57260 0.94169 -0.36490  0.004
N3 -3.42935 0.79827 -1.04281  0.002
H30 0.18524 6.43286 -6.69449  0.000
H31 1.54077 6.13414 -5.59683  0.000
H32 0.06391 6.88127 -4.98916  0.000
H33 -1.56853 4.80140 -6.91772  0.000
H34 -2.45812 2.54173 -6.38126  0.000
H35 0.35688 2.19949 -3.19221  0.010
H36 1.21659 4.45240 -3.69028  0.000
H37 -4.64552 0.67713 -4.18115  0.000
H38 -6.77752 0.83765 -2.90065  0.000
H39 -6.69962 1.08630 -0.41912  0.000
H40 -4.48180 1.04084 0.70971  0.000
F1 -2.34419 3.13234 0.31660  0.003
C41 -1.53251 2.79840 -0.73922  0.005
F2 -0.40967 3.56197 -0.54840  0.006
F3 -2.15558 3.39084 -1.82065  0.000
C42 2.85598 -3.98139 0.85194  0.000
C43 1.71352 -4.14479 -0.14478  0.001
N4 0.85972 -2.96788 -0.23062  0.014
C44 -0.46641 -2.90908 -0.10331  0.004
S3 -1.41960 -1.89594 -1.10937  0.028
N5 -1.09215 -3.73452 0.73385  0.003
C45 -0.55029 -4.41958 1.90328  0.000
C46 -1.06262 -5.85223 1.97157  0.000
H41 3.47890 -4.87723 0.84943  0.000
H42 2.48203 -3.81779 1.86461  0.000
H43 3.47780 -3.12805 0.57686  0.000
H44 1.09557 -5.00828 0.10092  0.000
H45 2.12961 -4.32372 -1.14035  0.000
H46 1.23830 -2.17737 -0.73609  0.017
H47 -2.09263 -3.60321 0.74544  0.001
H48 -0.86094 -3.87465 2.79537  0.000
H49 0.53456 -4.39158 1.87190  0.000
H50 -2.15367 -5.86012 1.98936  0.000
H51 -0.69811 -6.33939 2.87585  0.000
H52 -0.73146 -6.42533 1.10428  0.000

No. 2
The following is a DFT calculation (wB97M-V/def2-TZVPD) of the molecule C3H5ClO2.

## Properties
Orbital gap = 10.9 eV
Calculated total energy = -19808.6871 eV
Structure (SMILES) = O=C[C@@H](O)CCl
Relative energy (zero: lowest compared OMol25 entry of this formula, charge and spin) = 26.4 kcal/mol
HOMO energy = -0.375 hartree

Last column: natural (NBO) charge in e.
Geometry (Å):
O1 1.81530 -1.35917 -0.25932  -0.537
C1 0.67688 -1.16790 0.09827  0.406
C2 0.22795 0.28971 0.43563  -0.005
O2 1.10060 1.16272 -0.07536  -0.689
C3 -1.07604 0.58937 -0.35126  -0.387
Cl1 -2.37797 -0.56277 -0.01042  -0.064
H1 -0.06739 -2.03667 0.11875  0.146
H2 0.03100 0.23750 1.55386  0.176
H3 1.96500 0.71712 -0.03925  0.495
H4 -0.87326 0.51444 -1.42524  0.226
H5 -1.42205 1.61564 -0.04565  0.232

No. 3
The following is a DFT calculation (wB97M-V/def2-TZVPD) of a cluster of 4 separate species, C5H20N2O3 in total.

## Properties
Orbital gap = 9.7 eV
Calculated total energy = -14630.5545 eV
Structure (SMILES) = CNCCN(C)C.O.O.O
Relative energy (zero: lowest compared OMol25 entry of this formula, charge and spin) = 41.7 kcal/mol
HOMO energy = -0.335 hartree

Last column: natural (NBO) charge in e.
Geometry (Å):
C1 1.44396 2.22936 0.06638  -0.413
N1 0.76862 1.17229 0.83641  -0.666
C2 0.90376 -0.21471 0.32097  -0.243
C3 -0.48287 -0.78038 0.02672  -0.245
N2 -1.03548 -0.48579 -1.29491  -0.486
C4 -1.94794 -1.48838 -1.86696  -0.412
C5 -1.60265 0.86345 -1.31114  -0.434
H1 2.49315 2.25510 0.42161  0.196
H2 1.40696 2.00702 -1.01625  0.173
H3 0.95316 3.17565 0.30170  0.202
H4 -0.24966 1.34049 0.82025  0.353
H5 1.46360 -0.20628 -0.64257  0.195
H6 1.49312 -0.76818 1.11057  0.217
H7 -1.22817 -0.74178 0.85979  0.183
H8 -0.22805 -1.89933 -0.07175  0.218
H9 -1.36502 -2.25915 -2.36623  0.210
H10 -2.44941 -0.92431 -2.69564  0.205
H11 -2.69798 -1.92691 -1.21386  0.184
H12 -2.00980 1.28178 -0.34914  0.174
H13 -0.79030 1.53509 -1.64314  0.197
H14 -2.47442 1.01493 -1.95329  0.210
O1 0.69309 -1.77952 3.23585  -0.944
H15 1.38322 -1.16293 3.49255  0.472
H16 -0.06618 -1.18752 3.28276  0.475
O2 0.26024 -0.56370 -3.92867  -0.969
H17 0.14002 -0.67149 -2.97953  0.490
H18 -0.09090 0.28544 -4.22667  0.468
O3 0.86426 0.87247 3.54364  -0.994
H19 1.35769 0.74730 2.72823  0.502
H20 0.28692 1.63045 3.53911  0.483

Number 1: strongest force on any atom 3.2 eV/A. Number 2: strongest force on any atom 4.0 eV/A. Number 3: strongest force on any atom 4.3 eV/A.